[1]
{"formula": "C39H45N5O3P2SSr", "method": "ωB97M-V/def2-TZVPD", "multiplicity": 1, "lumo_energy_ev": -0.0588, "largest_force_ev_per_a": 4.046, "orbital_gap_ha": 0.173, "total_charge": 0, "total_energy_ev": -85018.4815, "de_lowest_ev": 1.8629, "e_homo_ev": -4.8, "elements": ["Sr", "N", "C", "C", "C", "C", "N", "H", "H", "H", "H", "H", "H", "H", "H", "H", "H", "H", "H", "O", "P", "C", "P", "O", "C", "C", "C", "C", "C", "C", "C", "C", "C", "C", "C", "C", "C", "C", "C", "C", "C", "C", "C", "C", "C", "C", "C", "C", "H", "H", "H", "H", "H", "H", "H", "H", "H", "H", "H", "H", "H", "H", "H", "H", "H", "H", "H", "H", "H", "H", "S", "C", "C", "C", "C", "C", "N", "H", "H", "H", "H", "N", "C", "C", "N", "C", "H", "H", "H", "H", "C", "C", "O", "H", "H", "H"], "coordinates": [[-1.229, 0.311, -0.141], [-0.152, 1.257, -2.679], [-1.090, 1.155, -3.776], [-2.308, 1.997, -3.404], [-3.618, 1.557, -4.033], [-4.114, 0.244, -3.420], [-3.994, 0.295, -1.975], [-0.177, 2.202, -2.273], [0.809, 1.116, -2.978], [-1.360, 0.103, -3.904], [-0.685, 1.507, -4.743], [-2.094, 3.043, -3.637], [-2.436, 1.949, -2.316], [-3.530, 1.449, -5.118], [-4.370, 2.329, -3.861], [-3.493, -0.584, -3.766], [-5.139, 0.042, -3.790], [-4.184, -0.589, -1.520], [-4.567, 1.021, -1.555], [0.153, -1.536, -0.270], [1.481, -1.879, 0.291], [1.743, -1.175, 1.946], [1.575, 0.644, 1.984], [0.445, 1.054, 1.122], [3.119, 1.343, 1.402], [3.031, 2.219, 0.327], [4.190, 2.765, -0.198], [5.420, 2.445, 0.347], [5.507, 1.578, 1.428], [4.357, 1.024, 1.955], [1.272, 1.071, 3.703], [0.031, 0.695, 4.216], [-0.327, 1.062, 5.499], [0.547, 1.811, 6.274], [1.771, 2.204, 5.763], [2.135, 1.842, 4.475], [1.691, -3.663, 0.457], [1.982, -4.312, 1.652], [2.097, -5.693, 1.684], [1.922, -6.427, 0.524], [1.628, -5.785, -0.671], [1.510, -4.410, -0.706], [2.806, -1.299, -0.774], [4.144, -1.333, -0.387], [5.122, -0.892, -1.256], [4.770, -0.433, -2.518], [3.442, -0.414, -2.911], [2.455, -0.846, -2.040], [2.700, -1.480, 2.367], [0.942, -1.576, 2.581], [2.066, 2.474, -0.083], [4.124, 3.446, -1.032], [6.320, 2.875, -0.068], [6.470, 1.337, 1.855], [4.425, 0.344, 2.793], [-0.682, 0.159, 3.601], [-1.297, 0.784, 5.882], [0.262, 2.105, 7.274], [2.440, 2.808, 6.359], [3.078, 2.178, 4.071], [2.112, -3.753, 2.566], [2.321, -6.192, 2.615], [2.014, -7.504, 0.549], [1.493, -6.360, -1.576], [1.268, -3.910, -1.632], [4.425, -1.695, 0.592], [6.159, -0.903, -0.951], [5.538, -0.087, -3.195], [3.172, -0.056, -3.893], [1.413, -0.809, -2.316], [-3.671, -0.071, 1.663], [-4.439, 1.311, 0.934], [-5.627, 1.834, 1.480], [-6.201, 2.945, 0.914], [-5.591, 3.538, -0.192], [-4.431, 2.954, -0.668], [-3.876, 1.873, -0.142], [-6.063, 1.352, 2.343], [-7.112, 3.358, 1.330], [-5.995, 4.423, -0.659], [-3.903, 3.378, -1.512], [-1.876, -4.729, -1.851], [-2.263, -4.691, -0.539], [-2.534, -3.383, -0.273], [-2.320, -2.624, -1.381], [-1.932, -3.454, -2.304], [-1.626, -5.549, -2.384], [-2.318, -5.573, 0.061], [-2.888, -2.938, 0.632], [-1.684, -3.195, -3.310], [-1.304, 3.946, 0.890], [-0.967, 3.034, -0.290], [-0.241, 3.576, -1.115], [-0.834, 4.920, 0.795], [-0.973, 3.462, 1.809], [-2.380, 4.058, 0.983]], "atomic_forces_ev_per_a": [[-3.4, 1.1, -1.8], [0.8, -0.3, 0.4], [-0.4, 0.1, -0.3], [-0.1, 0.1, 0.0], [0.0, -0.1, 0.1], [-0.3, -0.3, -0.2], [-0.2, -0.8, -0.9], [0.1, 0.2, 0.2], [-0.2, 0.0, -0.1], [-0.1, 0.0, -0.1], [0.0, -0.1, 0.2], [0.0, 0.0, 0.0], [0.1, 0.1, -0.2], [0.0, 0.0, 0.0], [-0.1, 0.1, 0.0], [0.0, -0.1, -0.1], [0.2, 0.0, 0.1], [-0.1, 0.0, -0.1], [0.1, -0.8, -0.6], [0.4, -0.8, -0.1], [0.6, -0.3, 0.3], [0.0, 0.0, 0.1], [0.5, -0.1, 0.5], [0.8, 0.4, 0.7], [-0.1, -0.1, 0.2], [0.0, 0.0, 0.0], [0.0, 0.0, -0.1], [0.1, 0.0, 0.0], [0.0, 0.0, 0.0], [0.0, 0.0, 0.0], [0.1, 0.0, -0.1], [-0.1, 0.0, -0.1], [0.0, 0.0, 0.0], [0.0, 0.0, 0.0], [0.1, 0.0, 0.0], [0.0, -0.1, 0.0], [0.0, 0.1, 0.1], [0.0, 0.1, -0.1], [0.0, 0.0, 0.0], [0.0, 0.0, 0.0], [0.0, -0.1, 0.0], [0.0, 0.1, 0.1], [0.0, -0.2, 0.1], [-0.1, 0.0, 0.0], [0.1, 0.0, 0.0], [0.0, 0.0, 0.0], [0.1, 0.0, 0.0], [0.0, 0.0, 0.1], [0.1, 0.0, 0.1], [0.1, 0.0, 0.0], [-0.2, 0.1, -0.1], [0.0, 0.1, -0.1], [0.1, 0.0, 0.0], [0.1, 0.0, 0.0], [0.0, -0.1, 0.1], [-0.1, 0.0, 0.0], [-0.1, 0.0, 0.0], [0.0, 0.0, 0.1], [0.0, 0.0, 0.0], [0.1, 0.0, -0.1], [0.0, 0.1, 0.1], [0.0, 0.0, 0.1], [0.0, -0.1, 0.0], [0.0, 0.0, -0.1], [0.0, 0.1, -0.1], [0.0, -0.1, 0.1], [0.1, 0.0, 0.0], [0.0, 0.0, -0.1], [0.0, 0.0, -0.1], [-0.1, 0.0, 0.0], [0.3, -0.3, 0.1], [0.0, 0.0, 0.2], [0.0, -0.1, 0.0], [0.0, 0.1, -0.1], [0.1, -0.1, -0.1], [-0.3, 0.7, 0.2], [0.5, 0.7, 1.8], [0.0, 0.0, 0.0], [0.0, 0.0, 0.0], [0.0, 0.0, 0.0], [0.0, 0.1, -0.1], [0.1, -0.2, -0.2], [-0.1, -0.1, 0.3], [-0.1, -0.3, 0.3], [-0.1, 0.5, -0.2], [0.1, 0.0, -0.4], [-0.1, 0.2, 0.1], [0.0, -0.2, 0.2], [-0.1, 0.1, 0.4], [0.1, 0.1, -0.4], [-0.1, -0.1, 0.2], [-0.7, -0.7, 1.1], [1.2, 0.8, -1.5], [0.2, 0.3, 0.0], [0.1, -0.1, 0.2], [-0.3, 0.0, 0.0]]}

=====

[2]
{"formula": "C9H7ClNO3P", "method": "ωB97M-V/def2-TZVPD", "multiplicity": 1, "lumo_energy_ev": 5.4853, "largest_force_ev_per_a": 7.006, "orbital_gap_ha": 0.206, "total_charge": -2, "total_energy_ev": -38891.1322, "de_lowest_ev": 0.3096, "e_homo_ev": -0.1, "elements": ["C", "N", "C", "P", "O", "O", "O", "C", "Cl", "C", "C", "C", "C", "C", "C", "H", "H", "H", "H", "H", "H", "H"], "coordinates": [[1.591, -1.895, 0.307], [1.558, -0.529, 0.281], [2.746, 0.181, 0.214], [4.350, -0.713, 0.046], [4.377, -1.768, 1.108], [4.119, -1.276, -1.350], [5.395, 0.387, 0.086], [2.291, 1.719, 0.156], [3.244, 3.042, -0.162], [0.881, 1.649, 0.177], [-0.048, 2.683, -0.065], [-1.444, 2.273, -0.212], [-1.759, 0.933, -0.141], [-0.851, -0.085, 0.043], [0.482, 0.271, 0.070], [0.522, -2.292, 0.402], [2.106, -2.221, -0.739], [2.292, -2.200, 1.078], [0.300, 3.650, -0.082], [-2.212, 3.057, -0.304], [-2.803, 0.715, -0.136], [-1.219, -1.081, 0.084]], "atomic_forces_ev_per_a": [[-0.5, -3.8, -2.6], [1.6, 4.0, -0.6], [-2.2, 4.6, 0.4], [1.8, 0.9, -1.6], [-0.2, -0.4, 1.2], [-0.4, -0.2, -0.3], [-0.4, -0.2, 0.5], [0.1, -7.0, 0.8], [0.8, 1.2, -0.1], [0.5, 0.8, -2.0], [-3.0, -3.7, 0.3], [2.9, 2.0, 0.4], [-1.1, 0.4, 0.2], [0.4, 0.7, -0.4], [-0.5, 0.2, 1.8], [1.5, 0.2, 0.0], [-1.2, 0.2, 2.3], [-0.1, -0.5, 0.1], [0.4, 2.2, -0.1], [0.3, -0.5, -0.1], [-0.7, -0.4, -0.2], [0.0, -0.8, 0.0]]}

=====

[3]
{"formula": "C9H13N3", "method": "ωB97M-V/def2-TZVPD", "multiplicity": 1, "lumo_energy_ev": [0.7972, 0.7973], "largest_force_ev_per_a": 5.864, "orbital_gap_ha": [0.273, 0.273], "total_charge": 0, "total_energy_ev": -14007.0763, "de_lowest_ev": 6.1351, "e_homo_ev": [-6.6, -6.6], "elements": ["C", "C", "C", "C", "C", "C", "C", "C", "C", "N", "N", "N", "H", "H", "H", "H", "H", "H", "H", "H", "H", "H", "H", "H", "H"], "coordinates": [[-1.550, 1.655, -0.639], [-1.454, -0.971, 0.931], [1.838, -0.455, -0.408], [-0.321, 1.403, -0.313], [-0.415, -0.789, 0.114], [-2.755, 0.799, -0.252], [-2.452, 0.105, 0.992], [0.703, -2.672, -0.866], [3.133, 1.468, 0.374], [0.873, 1.643, 0.137], [0.719, -1.262, -0.229], [1.920, 0.853, -0.126], [-1.715, 2.668, -1.022], [-1.520, -1.791, 1.528], [2.730, -1.051, -0.600], [-3.576, 1.500, -0.130], [-3.093, 0.132, -1.008], [-3.335, -0.286, 1.366], [-2.175, 0.930, 1.714], [-0.299, -3.040, -1.101], [1.287, -2.640, -1.907], [1.187, -3.400, -0.211], [3.820, 0.822, 0.828], [2.862, 2.273, 1.161], [3.589, 2.105, -0.332]], "atomic_forces_ev_per_a": [[-1.0, 1.4, -0.8], [2.2, 1.6, -2.6], [0.0, -1.8, 0.1], [1.8, -3.8, 1.1], [-3.8, 4.1, 1.9], [0.8, 2.0, -1.2], [0.2, 0.9, 2.0], [2.0, 0.8, -2.0], [-1.1, 2.4, 1.6], [-1.4, 1.4, -0.3], [3.1, -2.2, -2.4], [-0.4, -0.7, 0.4], [-0.2, -0.3, -0.3], [-0.4, -2.3, 1.9], [-0.1, 0.7, 0.0], [-0.2, 0.1, 0.3], [0.1, -0.7, -1.0], [-2.0, -0.9, 1.0], [0.1, -1.0, -0.3], [0.0, 0.7, 0.3], [-1.1, 0.0, 2.3], [0.0, 0.3, 0.0], [0.9, -1.3, 0.3], [-0.1, -1.7, -1.0], [0.7, 0.3, -1.4]]}

=====

[4]
{"formula": "C12H13N5", "method": "ωB97M-V/def2-TZVPD", "multiplicity": 1, "lumo_energy_ev": 0.5541, "largest_force_ev_per_a": 3.234, "orbital_gap_ha": 0.266, "total_charge": 0, "total_energy_ev": -20104.5124, "de_lowest_ev": 0.1879, "e_homo_ev": -6.7, "elements": ["C", "N", "C", "N", "C", "N", "C", "C", "N", "C", "C", "C", "C", "C", "C", "C", "N", "H", "H", "H", "H", "H", "H", "H", "H", "H", "H", "H", "H", "H"], "coordinates": [[0.033, -0.705, -2.601], [-0.603, -1.824, -2.922], [-1.398, -2.362, -1.951], [-2.063, -3.450, -2.112], [-2.798, -3.694, -0.870], [-2.411, -2.597, 0.064], [-1.521, -1.786, -0.641], [-0.857, -0.636, -0.346], [-1.020, -0.035, 0.880], [-0.759, 1.409, 1.106], [0.686, 1.752, 1.058], [1.122, 2.931, 0.454], [2.504, 3.287, 0.490], [3.422, 2.405, 1.101], [2.985, 1.217, 1.665], [1.635, 0.919, 1.622], [-0.093, -0.067, -1.358], [0.742, -0.328, -3.321], [-2.540, -4.708, -0.469], [-3.872, -3.699, -1.023], [-2.138, -2.840, 1.003], [-1.750, -0.498, 1.402], [-1.173, 1.662, 2.096], [-1.310, 1.990, 0.362], [0.360, 3.604, 0.076], [2.740, 4.264, 0.088], [4.439, 2.690, 1.148], [3.706, 0.538, 2.062], [1.330, -0.014, 2.040], [0.604, 0.574, -1.101]], "atomic_forces_ev_per_a": [[-1.6, -2.3, 1.1], [1.8, 2.7, -0.1], [-0.4, -0.9, 0.2], [-0.7, -0.1, 0.2], [1.0, -0.6, 0.1], [-0.2, 0.5, 0.4], [0.9, 0.6, -0.5], [-1.5, -1.3, -0.3], [0.8, 0.9, 0.7], [-1.2, -1.1, 0.0], [0.9, 0.5, -0.3], [1.1, 0.1, 0.7], [-1.5, -0.9, 0.4], [-1.3, 1.0, -0.6], [-0.3, 0.8, -0.8], [0.3, -0.5, 0.3], [-0.3, -1.1, -1.6], [0.0, 0.5, 0.1], [0.0, 0.7, -0.1], [-0.3, 0.1, -0.2], [0.0, -0.3, -0.1], [0.0, 0.5, 0.1], [0.1, -0.1, -0.4], [0.0, 0.2, 0.0], [0.3, 0.1, -0.3], [0.5, -0.2, 0.0], [1.0, 0.2, 0.0], [0.2, -0.4, 0.4], [-0.4, -0.5, 0.2], [0.9, 1.0, 0.3]]}